(1)
Entry from the Open Molecules 2025 dataset: 2 unconnected molecules or ions with the total composition C29H65N3O8PS2 in a non-equilibrium geometry (wB97M-V/def2-TZVPD).

Geometry (Å):
C 4.01252 -0.77952 -2.38257
C 4.13339 0.72440 -2.66132
N 3.89464 1.62918 -1.53533
C 2.56717 1.59874 -0.91647
C 2.58409 0.74063 0.35798
O 1.69313 1.17207 -1.90300
C 0.26377 1.29293 -1.72831
C -0.23654 -0.07893 -1.20715
C -0.36103 -0.39370 0.29685
C -1.70418 -1.05066 0.64078
N -1.83542 -1.14988 2.09361
C -0.17197 1.36509 -3.21687
C -1.53101 1.92915 -3.62771
C -2.72866 1.03791 -3.30493
C -1.47839 2.05376 -5.17107
C -0.21441 2.56323 -0.94028
C -1.59133 2.41853 -0.23625
C -2.70992 3.31554 -0.84790
C -1.62110 2.57809 1.29532
C -2.85796 1.90160 1.91503
N 0.87475 3.24777 -0.06931
S 0.50498 4.99194 0.40868
C 0.64091 5.00603 2.17887
O 1.50574 5.84373 -0.12898
O -0.82874 5.28337 0.00926
C 2.29246 3.11306 -0.62433
S 2.45146 3.90235 -2.29012
C 3.33630 3.64677 0.38049
C 4.34619 4.69645 -0.09159
C 5.22728 5.04116 1.10428
O 4.45715 5.75384 2.05425
C 5.04264 5.75007 3.34501
H 3.02062 -1.17309 -2.59816
H 4.26472 -0.98679 -1.34017
H 4.74944 -1.32006 -2.97573
H 3.56293 1.02326 -3.53721
H 5.17434 0.89762 -2.94397
H 4.60441 1.47548 -0.83287
H 2.35946 -0.28514 0.07862
H 1.80464 1.00997 1.07926
H 3.53020 0.79156 0.88771
H -1.19865 -0.31318 -1.66526
H 0.45721 -0.79569 -1.64702
H -0.22101 0.46435 0.95420
H 0.38553 -1.13688 0.57588
H -1.68364 -2.06254 0.22827
H -2.54126 -0.53934 0.14941
H -2.51384 -0.48743 2.44625
H -2.15098 -2.06966 2.37944
H -0.11999 0.34224 -3.59821
H 0.60884 1.91489 -3.74442
H -1.67443 2.96417 -3.31109
H -2.51623 0.04096 -3.70647
H -3.62408 1.37651 -3.82304
H -2.93116 0.89877 -2.24308
H -2.47994 2.25592 -5.55020
H -0.81778 2.86869 -5.46302
H -1.15291 1.10992 -5.61222
H -0.36431 3.32497 -1.70350
H -1.97639 1.41101 -0.39052
H -2.32980 4.05488 -1.54505
H -3.15538 3.89933 -0.04167
H -3.51686 2.72431 -1.27155
H -0.73698 2.13613 1.77617
H -1.65766 3.62210 1.59714
H -3.65946 2.63803 1.98988
H -2.66325 1.55220 2.92639
H -3.25210 1.10441 1.28484
H 0.90901 2.70005 0.79751
H -0.29987 5.38126 2.57169
H 0.81737 4.01322 2.58976
H 1.48958 5.64393 2.41903
H 1.37546 4.69864 -2.25046
H 2.86781 4.11788 1.24762
H 3.93885 2.83620 0.78735
H 5.00616 4.30132 -0.86177
H 3.84765 5.61733 -0.37802
H 5.59739 4.11431 1.56944
H 6.11075 5.59842 0.77668
H 6.13205 5.69059 3.28975
H 4.77419 6.67011 3.85942
H 4.69342 4.89126 3.92879
O -2.68328 -5.00200 2.52162
P -2.11773 -6.22219 1.91247
O -3.19485 -6.50040 0.71124
C -3.46575 -5.47858 -0.24213
C -2.29215 -5.18048 -1.15995
O -2.44457 -7.43999 2.88848
C -2.57452 -7.25750 4.30817
C -4.03008 -7.29122 4.71677
O -0.86763 -6.81391 1.16263
C -0.64735 -8.21983 0.89119
C -1.52928 -8.79781 -0.18933
H -3.77500 -4.57015 0.28307
H -4.31779 -5.83036 -0.82323
H -1.44333 -4.77789 -0.60147
H -2.58366 -4.44953 -1.91599
H -1.94837 -6.08441 -1.66066
H -2.10366 -6.32613 4.62221
H -2.02596 -8.07564 4.77595
H -4.61659 -6.61440 4.09610
H -4.14338 -7.00105 5.76148
H -4.44092 -8.29317 4.58933
H -0.71836 -8.79386 1.81256
H 0.39441 -8.26530 0.57653
H -2.55369 -8.93259 0.15056
H -1.13126 -9.77385 -0.47038
H -1.54727 -8.15886 -1.06988

total energy = -3047.61756 hartree
net charge = +1

Results of the Mulliken charge analysis, in e, for atoms 1 through 5: C -1.040; C -0.551; N -0.078; C -0.518; C -1.695

---

(2)
Entry from the Open Molecules 2025 dataset: a single C16H19N3O3 molecule in a non-equilibrium geometry (wB97M-V/def2-TZVPD).

Geometry (Å):
C 1.06038 0.66466 0.79772
C 0.16375 1.33391 1.85532
C 1.13490 1.44809 -0.45280
C 1.75771 0.73308 -1.62101
C 3.08745 0.81659 -2.02309
C 1.11984 -0.09687 -2.54969
C 2.05801 -0.37258 -3.59667
C -0.13464 -0.70707 -2.64149
C 1.75863 -1.15940 -4.70605
C -0.51472 -1.33136 -3.89953
C 0.46710 -1.53945 -4.87415
C -1.40238 -0.68666 2.40916
C -2.28992 -0.71852 1.15727
C -2.16072 -0.82052 3.72439
C -2.73236 0.63472 3.97892
C -1.61752 1.49334 3.40589
H 1.01172 -1.37624 1.30945
H 1.62809 -0.99060 -0.04477
H 2.06911 0.73797 1.23479
H 0.15449 1.80076 -0.74255
H 1.61470 2.47207 -0.32742
H 3.86832 1.37917 -1.47279
H 4.11751 0.22372 -3.84887
H -0.80355 -0.77805 -1.77565
H 2.52021 -1.41143 -5.47168
H -1.56441 -1.70928 -3.83511
H 0.17114 -2.00887 -5.79511
H -0.68439 -1.56195 2.26108
H -2.88974 -1.63347 3.76298
H -1.40677 -0.98840 4.59695
H -3.84876 0.79332 3.59186
H -2.73467 0.81623 5.07252
H -2.05199 2.35798 2.93985
H -0.95782 1.97863 4.13720
H -0.56897 -0.90396 0.23985
N 0.83183 -0.72090 0.51269
N 3.31399 0.19118 -3.19341
N -0.82840 0.67331 2.56588
O 0.43275 2.46691 2.06948
O -3.53425 -0.64802 1.22070
O -1.61564 -0.85203 0.02788

structure (SMILES) = N[C@@H](Cc1c[nH]c2ccccc12)C(=O)N1CCC[C@H]1C(=O)O
total energy = -1011.06639 hartree
relative energy (zero: lowest compared OMol25 entry of this formula, charge and spin) = 2.966 eV

Results of the Mulliken charge analysis, in e, for atoms 1 through 5: C 0.587; C -0.237; C -1.107; C -0.146; C -0.573

---

(3)
Entry from the Open Molecules 2025 dataset: a single C3H4N2O molecule in a non-equilibrium geometry (wB97M-V/def2-TZVPD).

Geometry (Å):
C 0.78195 0.78291 1.17444
C 0.05978 0.09296 0.06019
C -1.04509 -1.15372 -1.17242
H 0.09004 1.58884 1.70570
H 1.70864 1.33460 0.72556
H 1.21185 -0.05341 1.96902
H -1.48679 -2.06712 -1.53381
N -0.60050 -1.02927 0.11684
N -0.72001 -0.17111 -1.92407
O 0.00015 0.67533 -1.12146

structure (SMILES) = Cc1ncno1
total energy = -301.41399 hartree
relative energy (zero: lowest compared OMol25 entry of this formula, charge and spin) = 1.993 eV

Results of the Mulliken charge analysis, in e, for atoms 1 through 5: C -0.788; C 0.678; C -0.069; H 0.227; H 0.273

---

(4)
Entry from the Open Molecules 2025 dataset: 2 unconnected molecules or ions with the total composition C17H27FNO3 (wB97M-V/def2-TZVPD).

Geometry (Å):
C 3.55089 -2.12275 0.95751
C 2.38123 -1.19792 1.29558
C 2.24451 -1.22497 2.82580
C 1.11286 -1.74431 0.58746
C 0.04940 -0.77051 0.06516
F -0.31981 -1.27768 -1.21404
C -1.24598 -0.75014 0.87102
C -2.42093 -0.34701 0.23521
C -3.61836 -0.27449 0.92996
C -3.66717 -0.59805 2.28184
C -2.50725 -1.00572 2.92397
C -1.31006 -1.08809 2.22111
C 0.56053 0.65067 -0.22690
C 1.66211 1.20237 0.68631
C 2.26914 2.43253 0.00573
C 1.13327 1.64089 2.07055
N 2.72782 0.16797 0.79385
O 3.57433 0.18821 -0.16310
H 4.48529 -1.71561 1.33952
H 3.63396 -2.29415 -0.11218
H 3.36898 -3.08621 1.44025
H 1.43480 -0.61967 3.20868
H 3.18484 -0.91477 3.28197
H 2.05437 -2.25742 3.12913
H 0.63688 -2.46605 1.25185
H 1.43961 -2.30869 -0.28639
H -2.40388 -0.09344 -0.81715
H -4.52143 0.03409 0.41957
H -4.59887 -0.53834 2.82850
H -2.51741 -1.27146 3.97349
H -0.42967 -1.42641 2.74564
H -0.28741 1.33663 -0.17721
H 0.94418 0.63690 -1.24876
H 2.46514 2.25009 -1.04873
H 1.56893 3.26492 0.08529
H 3.21197 2.69578 0.48500
H 0.14127 1.24909 2.28864
H 1.81762 1.36383 2.86438
H 1.06237 2.72895 2.09912
C -2.48211 1.80636 -4.40345
C -2.80019 0.34362 -4.62405
O -1.65483 -0.46133 -4.35657
O -1.39573 2.21937 -5.21197
H -3.34030 2.42725 -4.66332
H -2.24511 1.97461 -3.34260
H -3.04500 0.17074 -5.67151
H -3.65186 0.03534 -4.00850
H -1.48991 -0.45516 -3.40623
H -0.76299 1.49010 -5.20949

total energy = -1044.23201 hartree
spin multiplicity = 2

Results of the Mulliken charge analysis, in e, for atoms 1 through 5: C -1.793; C 2.065; C -2.071; C -2.627; C 3.010

---

(5)
Entry from the Open Molecules 2025 dataset: 4 unconnected molecules or ions with the total composition C4H14NO3 in a non-equilibrium geometry (wB97M-V/def2-TZVPD).

Geometry (Å):
C -0.32730 2.15876 1.18935
C 0.23040 0.77496 0.94315
C 0.88699 0.72052 -0.51153
C -0.44983 -0.07470 -0.04167
O -0.33529 -1.30949 0.07645
N -0.00154 -1.60567 2.87477
H -0.81855 2.18507 2.16752
H 0.44640 2.91928 1.15455
H -1.06580 2.39493 0.41873
H 0.85400 0.28743 1.68030
H 1.88388 0.32451 -0.33821
H 0.89383 1.52470 -1.23501
H -1.34240 0.28532 -0.56238
H -0.14318 -1.82888 1.89591
H 0.88383 -2.05163 3.11256
H -0.74616 -2.12282 3.32711
H -0.33990 -0.22511 -2.96662
H -0.40250 1.03796 -3.89710
O -0.58809 0.72616 -2.99493
H -0.04429 -1.82150 -1.30477
H 0.44768 -2.53234 -2.71229
O 0.07784 -1.76747 -2.27587

total energy = -440.80963 hartree
net charge = +1
relative energy (zero: lowest compared OMol25 entry of this formula, charge and spin) = 6.769 eV

Results of the Mulliken charge analysis, in e, for atoms 1 through 5: C -1.466; C 0.142; C -0.309; C 0.345; O -0.481

---

(6)
Entry from the Open Molecules 2025 dataset: a molecular structure, C4H12MgNOP2 in a non-equilibrium geometry (wB97M-V/def2-TZVPD).

Geometry (Å):
C -2.30184 -0.61973 -1.31910
C -1.00909 -1.05662 -0.61332
P -0.61273 0.16636 0.67199
C -1.01574 -0.61568 2.25668
C 1.24013 0.40159 0.63726
O 1.96487 -0.51819 -0.05947
P 1.68252 1.93529 -0.10312
N 3.15778 2.39179 -0.20784
H -2.11688 0.31207 -1.83985
H -2.63450 -1.38008 -2.01210
H -3.07457 -0.42303 -0.58666
H -0.22516 -1.08621 -1.37723
H -1.09205 -2.07265 -0.23944
H -2.05650 -0.90441 2.30539
H -0.37042 -1.45590 2.48261
H -0.83887 0.13176 3.02293
H 1.94227 -1.37934 0.37386
H 0.79908 2.86494 0.45763
H 1.20243 1.58901 -1.48871
H 3.77405 1.74936 0.27562
Mg 1.58524 -0.03030 -2.63714

total energy = -1171.98450 hartree
net charge = +1
relative energy (zero: lowest compared OMol25 entry of this formula, charge and spin) = 0.000 eV

Results of the Mulliken charge analysis, in e, for atoms 1 through 5: C -1.226; C 0.154; P 0.209; C -1.071; C -0.079

---

(7)
Entry from the Open Molecules 2025 dataset: a gas-phase ion, C5H8N (charge +1) in a non-equilibrium geometry (wB97M-V/def2-TZVPD).

Geometry (Å):
C -1.06760 -1.31591 0.58440
C 0.30203 -1.20073 0.72332
C 1.51822 -1.49394 1.16719
C -0.37968 -0.06093 -1.49486
C -0.80275 0.75787 0.87700
N -0.41488 -0.30418 -0.09062
H 2.35767 -0.92632 0.77618
H 1.47590 -2.24426 1.85615
H 0.46599 0.71803 -1.70519
H -0.20651 -1.07486 -1.86594
H -1.19027 0.43230 -1.95167
H -1.76335 0.38519 1.31315
H -0.13899 0.84463 1.75596
H -0.98509 1.68841 0.32291

total energy = -249.56159 hartree
net charge = +1
relative energy (zero: lowest compared OMol25 entry of this formula, charge and spin) = 7.172 eV

Results of the Mulliken charge analysis, in e, for atoms 1 through 5: C -0.824; C 0.880; C -0.568; C -0.727; C -0.843